The following is a DFT calculation (wB97M-V/def2-TZVPD) of a cluster of 2 separate species, C6H14N2O in total at a distorted geometry.

Computed properties:
- E_HOMO (spin up / spin down) (eV) = -8.609 / -7.466
- largest force on an atom (eV Å⁻¹) = 1.075
- LUMO level (spin up / spin down) (Eh) = 0.01380 / 0.00960
- spin multiplicity = 1

Geometry (Å):
C 0.990 -0.139 1.521
C 1.977 0.971 -0.512
C 1.415 -0.322 0.055
O 0.347 -1.303 2.048
N 2.222 -1.436 -0.277
H 1.024 -1.945 2.289
H 1.952 -2.224 0.320
H 1.872 0.130 2.113
H 0.258 0.666 1.594
H 1.283 1.804 -0.387
H 2.908 1.207 0.003
H 2.204 0.837 -1.570
C -2.737 -0.411 -0.226
C -1.656 0.427 -0.791
N 0.278 -0.802 -0.754
C -1.594 1.713 -1.055
H -0.232 -1.566 -0.330
H -0.277 -0.264 -1.472
H -2.971 -1.258 -0.877
H -3.658 0.172 -0.089
H -2.444 -0.816 0.747
H -2.459 2.364 -0.905
H -0.704 2.197 -1.447